The following is a DFT calculation (ωB97M-V/def2-TZVPD) of a 11-piece molecular cluster, C47H72BN15O6P2S overall.

Cartesian coordinates (Å):
C: 2.0769 5.4532 -4.5344
C: 0.6009 4.9988 -4.0731
C: 0.3236 5.4569 -2.5461
C: -0.0275 4.2290 -1.5624
C: -1.4173 4.1828 -0.8900
O: -2.3776 5.2345 -1.2075
N: -2.8011 5.0423 -2.5148
O: -3.5669 4.1327 -2.5823
C: -1.7804 2.9989 0.0787
N: -3.1367 3.0232 0.6448
C: -3.9094 2.0878 0.1376
C: -5.3552 1.8640 0.8273
C: -3.5865 1.1607 -1.1172
C: -0.7146 1.8876 0.3527
C: -1.1215 0.6891 1.3569
C: -1.5480 1.3787 2.7768
C: 0.7068 1.8830 -0.3097
C: 0.9863 3.0991 -1.2721
S: 2.6631 3.0741 -2.0942
C: 2.8795 1.2491 -2.4322
C: 3.5157 0.6867 -3.7212
C: 3.6060 -0.8544 -3.8701
P: 4.3396 -1.5644 -5.4806
N: 5.7475 -2.2672 -5.2264
O: 4.4329 -0.2580 -6.6123
O: 3.1626 -2.6398 -6.1489
C: 3.1164 -1.8701 -2.7743
B: 3.2113 -3.4863 -2.9443
N: 4.4557 -4.2964 -2.8869
O: 1.9409 -4.1695 -3.2186
C: 2.4786 -1.2403 -1.4859
C: 1.9552 -2.1993 -0.2937
C: 3.2931 -2.5582 0.5607
C: 3.0943 -3.8753 1.4735
O: 4.1322 -3.9612 2.5092
C: 2.3246 0.3126 -1.2945
N: 1.6731 0.8000 -0.0659
P: 2.8175 1.1445 1.2435
C: 3.0156 2.9876 1.5991
C: 4.4564 3.5370 1.0647
C: 2.3070 0.2288 2.8234
C: 3.6242 -0.1493 3.6701
H: 2.8333 5.4234 -3.6642
H: 2.1174 6.5043 -4.9861
H: 2.4768 4.7397 -5.3417
H: 0.5262 3.8532 -4.1131
H: -0.2163 5.5013 -4.7116
H: 1.3049 5.9359 -2.1745
H: -0.4771 6.2623 -2.4485
H: -5.3509 0.9973 1.5831
H: -5.7548 2.8382 1.2860
H: -6.1226 1.5820 0.0074
H: -3.6067 1.6946 -2.1252
H: -4.4081 0.3476 -1.1746
H: -2.5993 0.5800 -1.0204
H: -1.9571 0.0513 0.9111
H: -0.2120 0.0319 1.5893
H: -1.0101 2.4009 2.7779
H: -2.6710 1.6363 2.8054
H: -1.2074 0.7586 3.6738
H: 3.9008 1.3817 -4.5502
H: 5.6793 -3.2662 -5.5051
H: 3.4781 -0.0112 -6.7312
H: 2.2745 -2.3605 -5.8083
H: 5.2938 -3.7691 -3.1676
H: 4.5785 -4.7937 -1.9962
H: 1.6603 -4.6809 -2.4232
H: 1.2424 -1.6324 0.3901
H: 1.4482 -3.1465 -0.6812
H: 3.6451 -1.6657 1.2003
H: 4.1684 -2.7965 -0.1557
H: 3.2499 -4.8203 0.8242
H: 2.0482 -3.9043 1.9686
H: 4.2665 -4.9117 2.7519
H: 2.1423 3.6490 1.2813
H: 3.0795 3.0890 2.7515
H: 4.6982 3.0500 0.0546
H: 5.2549 3.2912 1.8623
H: 4.4494 4.6909 1.0047
H: 1.6665 0.9734 3.4415
H: 1.6265 -0.6640 2.5916
H: 3.8738 -1.2568 3.5711
H: 3.5240 0.2010 4.7572
H: 4.5194 0.4426 3.2376
C: -8.9892 0.0811 1.3770
C: -7.7530 -0.1790 2.1807
N: -6.7679 -0.3851 2.8210
H: -9.8745 -0.0596 1.9991
H: -8.9775 1.1049 1.0009
H: -9.0345 -0.6077 0.5320
C: 0.5097 0.6173 6.6470
C: 1.3454 1.5838 5.8649
N: 2.0039 2.3430 5.2485
H: -0.4702 1.0529 6.8482
H: 0.3802 -0.3052 6.0783
H: 0.9988 0.3865 7.5945
C: 8.0827 1.9484 -0.4726
C: 7.3630 1.2146 0.6174
N: 6.7974 0.6367 1.4744
H: 8.1761 3.0035 -0.2102
H: 9.0789 1.5251 -0.6093
H: 7.5269 1.8613 -1.4076
C: 1.2805 -6.6921 3.8463
C: 2.7493 -6.8235 3.5826
N: 3.9063 -6.9270 3.3751
H: 0.9403 -5.6944 3.5642
H: 0.7303 -7.4325 3.2637
H: 1.0763 -6.8531 4.9062
C: -3.5144 -2.2195 -1.6860
C: -2.2744 -2.4677 -0.8819
N: -1.2997 -2.6664 -0.2485
H: -4.3968 -2.3531 -1.0580
H: -3.5054 -1.2015 -2.0761
H: -3.5611 -2.9207 -2.5207
C: -6.1808 1.3691 -4.4411
C: -6.8844 0.6196 -3.3500
N: -7.4392 0.0306 -2.4904
H: -6.1026 2.4221 -4.1753
H: -5.1781 0.9620 -4.5835
H: -6.7381 1.2780 -5.3744
C: -9.5552 4.9032 0.8351
C: -10.0224 3.7090 0.0590
N: -10.4020 2.7515 -0.5468
H: -10.2807 5.1468 1.6128
H: -8.5917 4.6894 1.3004
H: -9.4466 5.7599 0.1680
C: -8.9225 3.9214 -3.1371
C: -7.8475 4.1622 -4.1538
N: -7.0027 4.3507 -4.9558
H: -9.4617 4.8500 -2.9429
H: -9.6237 3.1761 -3.5151
H: -8.4902 3.5590 -2.2041
C: 0.7899 -10.6622 6.0349
C: 0.0665 -9.3837 6.3325
N: -0.5127 -8.3752 6.5751
H: 1.1850 -11.0881 6.9583
H: 0.1053 -11.3774 5.5765
H: 1.6164 -10.4696 5.3490
C: 7.2271 -4.1987 2.3608
C: 8.1142 -3.5250 1.3579
N: 8.8125 -2.9952 0.5686
H: 7.1730 -5.2681 2.1494
H: 7.6269 -4.0545 3.3659
H: 6.2216 -3.7747 2.3129

Computed properties:
Molar mass = 1048.0 g/mol
E_tot = -4212.10883 Eh
Maximum force = 5.2 eV Å⁻¹
2S+1 = 1


The following is a DFT calculation (ωB97M-V/def2-TZVPD) of a 15-piece molecular cluster, C47H76BrCl29NOPS overall.

Cartesian coordinates (Å):
C: -1.6500 2.4272 3.7489
C: -0.3464 2.4343 3.2560
C: -0.0809 1.4210 2.1185
C: -0.1262 1.8071 0.7072
C: -0.4481 3.2889 0.3117
C: 0.7268 3.8969 -0.5523
C: 1.9065 4.4370 0.3244
Br: -0.0735 5.4684 -1.4996
C: 0.1644 0.8116 -0.2745
C: 0.5017 -0.5616 0.0698
C: 0.5348 -0.8786 1.4648
C: 0.2541 0.0815 2.5087
C: 0.3533 -0.3016 3.9817
C: 1.8115 -0.0545 4.5695
C: 2.8711 0.1637 3.4145
C: 4.3403 0.1534 3.9295
C: 5.4340 0.4923 2.8474
C: 5.0857 0.0504 1.3754
C: 6.3638 -0.5926 0.6590
C: 7.0238 0.3071 -0.4472
C: 6.5861 -0.0758 -1.9106
C: 5.0858 0.2440 -2.2681
C: 5.0337 0.7599 -3.7642
C: 3.6868 1.4588 -4.1676
C: 2.8555 0.6646 -5.2332
C: 1.7934 1.5628 -5.9808
S: 0.9570 -2.5453 2.0109
C: 0.8186 -3.4880 0.4789
C: 0.7562 -2.8175 -0.7818
C: 0.6779 -3.6692 -1.9534
C: 0.6668 -5.0958 -1.9027
C: 0.6284 -5.9051 -3.2277
C: 1.9979 -5.5908 -3.9682
C: 0.7177 -5.7552 -0.6228
C: 0.7895 -4.9247 0.5581
P: 0.8453 -5.7440 2.2221
O: -0.7743 -5.7658 2.7330
Cl: 1.4992 -7.7359 1.9792
N: 0.8005 -1.4189 -1.0384
H: -2.0071 1.5119 4.2754
H: -2.3205 3.2789 3.5555
H: 0.4524 3.0981 3.6417
H: -0.4792 3.8962 1.2361
H: -1.4094 3.2674 -0.2374
H: 1.1151 3.2017 -1.3223
H: 2.0716 5.5040 0.0445
H: 1.7014 4.4334 1.4147
H: 2.8764 3.9254 0.1167
H: 0.1251 1.1164 -1.3269
H: -0.3370 0.3395 4.5788
H: 0.0538 -1.3533 4.1947
H: 2.1735 -0.9448 5.1420
H: 1.7738 0.8127 5.2625
H: 2.7498 -0.7212 2.7481
H: 2.6288 1.1182 2.8873
H: 4.4103 0.9286 4.7283
H: 4.5270 -0.8275 4.4251
H: 5.7464 1.5602 2.9375
H: 6.3454 -0.0917 3.1365
H: 4.8554 0.9690 0.7849
H: 4.2807 -0.7053 1.2979
H: 7.1050 -0.9446 1.4152
H: 6.0140 -1.5156 0.1297
H: 6.9147 1.3989 -0.2455
H: 8.1281 0.1142 -0.4145
H: 7.2336 0.4841 -2.6262
H: 6.7687 -1.1578 -2.1179
H: 4.5801 0.9288 -1.5560
H: 4.5215 -0.7199 -2.2722
H: 5.2255 -0.0747 -4.4806
H: 5.8606 1.4913 -3.9398
H: 3.0156 1.6847 -3.3107
H: 3.9572 2.4380 -4.6358
H: 2.2730 -0.1408 -4.7210
H: 3.4803 0.1999 -6.0278
H: 0.8871 0.9634 -6.2496
H: 2.1818 1.9794 -6.9286
H: 1.4291 2.3975 -5.3425
H: 0.6243 -3.1903 -2.9461
H: 0.6363 -6.9959 -3.0165
H: -0.1842 -5.5811 -3.9023
H: 2.8649 -5.6202 -3.2744
H: 1.9703 -4.5586 -4.3927
H: 2.1540 -6.2794 -4.8336
H: 0.7271 -6.8536 -0.5523
H: -1.3159 -5.2209 2.1397
H: 1.6772 -1.1126 -1.4514
C: -2.8720 -4.8033 -4.8989
Cl: -1.3837 -4.3380 -5.7333
Cl: -3.3356 -6.4649 -5.2863
H: -2.7143 -4.7228 -3.8276
H: -3.6701 -4.1367 -5.2049
C: -1.8893 2.7087 -3.6343
Cl: -2.0695 2.5815 -5.3888
Cl: -1.3409 1.1780 -2.9244
H: -1.1595 3.4813 -3.4105
H: -2.8499 2.9708 -3.2010
C: -2.7735 -1.6051 0.3418
Cl: -4.0288 -2.2448 -0.7305
Cl: -3.2685 -0.0747 1.0739
H: -2.5834 -2.3269 1.1312
H: -1.8690 -1.4405 -0.2339
C: -6.7595 -5.3695 -3.5036
Cl: -5.6189 -4.1644 -2.8918
Cl: -7.7787 -4.7032 -4.7855
H: -6.2016 -6.2120 -3.9010
H: -7.3939 -5.6977 -2.6867
C: -1.3942 -3.9036 5.3505
Cl: -0.2805 -2.6562 5.9295
Cl: -2.4013 -3.3027 4.0240
H: -0.8180 -4.7537 4.9974
H: -2.0370 -4.2078 6.1699
C: -6.7841 -2.3647 -7.4369
Cl: -5.4210 -2.9514 -6.4794
Cl: -6.6267 -2.8300 -9.1347
H: -7.7008 -2.7897 -7.0394
H: -6.8197 -1.2830 -7.3714
C: -1.4783 4.9795 7.1039
Cl: -2.6072 6.3397 7.0692
Cl: -1.3378 4.2319 5.5009
H: -0.5011 5.3374 7.4163
H: -1.8411 4.2375 7.8085
C: -2.8132 -7.4566 4.8616
Cl: -4.5080 -7.3531 4.3689
Cl: -2.6217 -7.1168 6.5879
H: -2.4486 -8.4584 4.6591
H: -2.2377 -6.7337 4.2947
C: 2.8892 6.3755 -6.5510
Cl: 4.4757 5.6231 -6.7681
Cl: 2.4074 6.3957 -4.8504
H: 2.9368 7.3974 -6.9129
H: 2.1518 5.8161 -7.1189
C: -8.0987 0.4439 -10.7389
Cl: -9.7999 0.5850 -11.1942
Cl: -7.8707 0.7128 -9.0068
H: -7.7493 -0.5535 -10.9870
H: -7.5252 1.1843 -11.2870
C: 1.9908 3.9125 6.5658
Cl: 3.5228 3.0523 6.3710
Cl: 1.5558 4.0812 8.2737
H: 2.0855 4.9018 6.1276
H: 1.2085 3.3572 6.0580
C: 0.5509 4.1032 12.1700
Cl: 2.1433 3.3989 11.8742
Cl: -0.2293 4.5917 10.6588
H: -0.0733 3.3660 12.6644
H: 0.6647 4.9765 12.8038
C: -4.5468 6.9185 4.0030
Cl: -3.0458 7.3819 3.1971
Cl: -4.9587 5.2292 3.6751
H: -4.4250 7.0478 5.0730
H: -5.3502 7.5527 3.6422
C: -6.1652 2.5928 0.0713
Cl: -7.5970 2.8325 -0.9365
Cl: -4.6785 2.7872 -0.8636
H: -6.1732 3.3245 0.8733
H: -6.1896 1.5891 0.4848

Computed properties:
Molar mass = 1842.2 g/mol
E_tot = -18625.41047 Eh
Maximum force = 3.2 eV Å⁻¹
2S+1 = 1


The following is a DFT calculation (ωB97M-V/def2-TZVPD) of a 12-piece molecular cluster, C47H86Br22NOPS overall.

Cartesian coordinates (Å):
C: -5.4674 -4.3956 4.4699
C: -4.9201 -3.1311 5.1679
C: -4.0167 -2.3422 4.2185
C: -3.6179 -0.9420 4.7381
C: -3.5687 0.1039 3.5974
C: -2.1734 0.0581 2.9312
C: -2.1285 0.6606 1.5061
C: -1.8718 -0.3966 0.3839
C: -0.3804 -0.7667 0.5187
C: 0.0068 -2.2256 0.3188
C: -0.4763 -3.0029 -0.7236
C: -0.1429 -4.3390 -0.8892
C: 0.7288 -4.9555 0.0111
C: 1.0949 -6.4146 -0.1473
C: 1.2379 -4.1781 1.0510
C: 0.8943 -2.8407 1.2117
C: -2.9405 -1.4535 0.6932
O: -2.8744 -2.5418 1.1818
N: -4.1360 -0.8361 0.1915
C: -3.8065 -0.5222 -1.2134
C: -4.6909 0.5465 -1.8829
C: -6.1548 0.1500 -2.1624
C: -6.4345 -0.4955 -3.5287
S: -5.6710 0.4543 -4.8707
P: -3.6398 -2.1880 -2.0540
C: -5.0915 -3.2611 -1.6547
C: -3.4488 -2.0275 -3.8849
C: -2.4064 0.1564 -0.9892
C: -1.4688 0.2126 -2.1959
H: -6.4434 -4.6911 4.8586
H: -4.8002 -5.2518 4.5912
H: -5.5565 -4.1945 3.4007
H: -4.4260 -3.3840 6.1078
H: -5.7863 -2.4980 5.3876
H: -4.5742 -2.2134 3.2849
H: -3.1229 -2.9064 3.9384
H: -2.6205 -1.0196 5.1786
H: -4.2824 -0.6275 5.5484
H: -3.6857 1.0772 4.0812
H: -4.3808 -0.0961 2.8983
H: -1.5202 0.6686 3.5630
H: -1.7768 -0.9593 2.9884
H: -1.3450 1.4254 1.4721
H: -3.0725 1.1849 1.3424
H: 0.2135 -0.1827 -0.1921
H: -0.0052 -0.4870 1.4996
H: -1.1512 -2.5448 -1.4332
H: -0.5935 -4.8806 -1.7128
H: 2.1781 -6.5377 -0.1253
H: 0.7018 -6.9610 0.7175
H: 0.6446 -6.8523 -1.0355
H: 1.9323 -4.6574 1.7345
H: 1.3656 -2.3165 2.0433
H: -4.9781 -1.3744 0.3531
H: -4.1566 0.8929 -2.7708
H: -4.7300 1.4047 -1.1993
H: -6.7971 1.0281 -2.0808
H: -6.4567 -0.5831 -1.4111
H: -7.5164 -0.4732 -3.6795
H: -6.1646 -1.5516 -3.5123
H: -6.1586 -0.0942 -5.9990
H: -4.7475 -3.9933 -0.9212
H: -5.9349 -2.7435 -1.1890
H: -5.4211 -3.8251 -2.5287
H: -2.6819 -2.7506 -4.1800
H: -4.3393 -2.2603 -4.4718
H: -3.0865 -1.0362 -4.1595
H: -2.6117 1.2002 -0.7276
H: -0.5432 0.7122 -1.9050
H: -1.9208 0.8759 -2.9398
H: -1.2461 -0.7567 -2.6387
Br: -2.2630 3.9425 -6.6966
C: -3.9272 4.3112 -7.6355
C: -4.9933 3.3143 -7.2714
Br: -4.7070 1.5984 -8.1410
H: -3.6968 4.3157 -8.6957
H: -4.2199 5.3116 -7.3229
H: -5.9685 3.6526 -7.6151
H: -5.0364 3.1159 -6.2040
Br: -3.8568 6.2467 -3.2694
C: -3.9541 4.3107 -3.0914
C: -5.3727 3.8381 -2.9235
Br: -6.0399 4.1743 -1.1241
H: -3.3203 4.0389 -2.2527
H: -3.5267 3.9161 -4.0119
H: -5.4297 2.7597 -3.0544
H: -6.0627 4.3210 -3.6087
Br: 2.1841 0.0425 3.0966
C: 4.1223 -0.0650 3.2969
C: 4.7820 -0.5230 2.0230
Br: 4.5618 -2.4389 1.7607
H: 4.3171 -0.7253 4.1377
H: 4.4388 0.9436 3.5487
H: 5.8556 -0.3617 2.0671
H: 4.3822 -0.0340 1.1404
Br: -9.3119 1.0663 -0.5309
C: -10.6301 1.2389 -1.9503
C: -11.4388 -0.0199 -2.1139
Br: -10.4285 -1.4116 -3.0250
H: -10.0887 1.5121 -2.8506
H: -11.2705 2.0653 -1.6496
H: -12.3070 0.1643 -2.7430
H: -11.7605 -0.4366 -1.1652
Br: 4.3759 4.0678 1.8211
C: 5.8935 4.5607 2.9362
C: 7.1356 3.8053 2.5549
Br: 7.0815 1.9662 3.1812
H: 5.5965 4.3852 3.9649
H: 6.0352 5.6278 2.7802
H: 8.0085 4.2482 3.0324
H: 7.2977 3.7618 1.4825
Br: 2.3248 -6.4087 -5.2113
C: 2.7594 -4.5144 -5.0895
C: 3.5310 -4.1960 -3.8359
Br: 2.3598 -4.1831 -2.2745
H: 1.8178 -3.9753 -5.1476
H: 3.3563 -4.3008 -5.9742
H: 3.9528 -3.1941 -3.8976
H: 4.3254 -4.9091 -3.6379
Br: -0.2373 -1.3323 6.1811
C: 1.0687 -1.1288 7.6057
C: 2.4747 -1.1967 7.0708
Br: 3.0048 -3.0189 6.6430
H: 0.8549 -1.8952 8.3435
H: 0.8776 -0.1484 8.0371
H: 3.1857 -0.8581 7.8217
H: 2.5988 -0.6144 6.1622
Br: 9.2430 5.5674 7.4185
C: 9.1314 5.8951 5.5050
C: 8.5502 7.2513 5.2045
Br: 6.6197 7.2849 5.4655
H: 8.5473 5.0834 5.0825
H: 10.1545 5.8320 5.1401
H: 8.7040 7.5057 4.1576
H: 8.9644 8.0339 5.8316
Br: 10.9041 2.1382 2.8919
C: 11.6953 0.3625 2.9941
C: 11.0338 -0.5952 2.0384
Br: 9.2980 -1.1843 2.6924
H: 11.6216 0.0425 4.0282
H: 12.7423 0.5005 2.7316
H: 11.6253 -1.5029 1.9404
H: 10.8705 -0.1622 1.0568
Br: 10.3168 6.2462 1.7721
C: 12.2627 6.2303 1.8910
C: 12.9056 5.8787 0.5741
Br: 12.7566 3.9761 0.2109
H: 12.5192 5.5292 2.6789
H: 12.5404 7.2373 2.1948
H: 13.9721 6.0894 0.6086
H: 12.4617 6.3982 -0.2688
Br: -1.3590 -4.2650 -5.6517
C: -1.3938 -3.7897 -7.5389
C: -2.1019 -2.4809 -7.7768
Br: -4.0355 -2.6740 -7.6602
H: -1.8571 -4.6187 -8.0638
H: -0.3487 -3.7148 -7.8324
H: -1.9118 -2.1254 -8.7872
H: -1.8188 -1.7127 -7.0635

Computed properties:
Molar mass = 2502.1 g/mol
E_tot = -59340.30937 Eh
Maximum force = 1.5 eV Å⁻¹
2S+1 = 1